C23H21N3O2S in the gas phase. Source: OMol25; level of theory: the ωB97M-V functional and the def2-TZVPD basis.

The geometry in XYZ format:
```
50
Properties=species:S:1:pos:R:3:lowdin_charge:R:1
C -0.29358 1.79406 -2.30146 -0.0505
C -0.84125 1.22539 -1.03086 -0.4775
C -2.29768 0.94507 -1.31428 -0.0487
C -0.94076 2.36556 0.08644 -0.0190
C 0.41298 2.53160 1.01595 -0.3123
C 1.25637 3.59879 0.20775 -0.0252
C 0.04597 2.92295 2.48500 -0.1534
C -0.79045 2.06899 3.15233 -0.0845
C -1.23162 2.31426 4.42804 -0.0469
C -0.81777 3.56448 5.08644 -0.0727
C -0.06717 4.49985 4.39016 -0.0826
C 0.40223 4.17283 3.10760 0.0026
C 1.22300 1.24314 1.09334 -0.0780
C 2.34223 1.16616 1.94228 -0.0201
C 3.14154 -0.00558 1.95610 -0.0554
C 2.83479 -1.05672 1.05730 -0.0273
C 1.73853 -0.97269 0.23689 -0.1355
C 0.88122 0.09756 0.26382 -0.0903
N -0.14536 -0.03114 -0.63193 0.1094
C 0.05274 -1.20253 -1.37852 -0.3277
O -0.39182 -1.51283 -2.48369 0.1055
C 1.18160 -1.88403 -0.73628 0.0147
C 1.53300 -3.25460 -0.96449 0.0192
N 2.72047 -3.84437 -0.40783 0.1153
C 2.77443 -5.18828 -0.87853 -0.8391
S 3.97170 -6.21636 -0.51667 0.6784
N 1.74226 -5.46786 -1.81888 0.1260
C 0.84448 -4.37450 -1.76165 -0.2548
O -0.29212 -4.66082 -2.30193 0.0410
H -0.64363 2.83590 -2.52185 0.1100
H 0.77104 1.86905 -2.28859 0.0633
H -0.40894 1.06921 -3.19197 0.1177
H -2.93074 1.82750 -1.31950 0.0938
H -2.26419 0.28376 -2.17968 0.0802
H -2.68993 0.27382 -0.50786 0.1074
H -1.79769 2.10886 0.70840 0.0987
H -1.12898 3.37537 -0.39856 0.1384
H 0.89742 4.61168 0.32099 0.0768
H 1.32917 3.38098 -0.85289 0.0590
H 2.36098 3.45954 0.48623 0.1096
H -1.08096 1.09292 2.88249 0.1090
H -1.81222 1.55613 4.93597 0.0970
H -1.12389 3.70833 6.13943 0.1008
H 0.24442 5.36126 5.01385 0.1117
H 1.00381 4.68377 2.56475 0.0278
H 2.47649 1.96606 2.63893 0.1109
H 4.04308 -0.10401 2.69687 0.1369
H 3.44365 -1.97234 1.16308 0.1019
H 3.35295 -3.42409 0.11978 0.0435
H 1.42704 -6.34326 -1.93346 0.0946
```

HOMO energy = -8.331 eV
SMILES = CC1(C)C[C@@](C)(c2ccccc2)c2cccc3c2N1C(=O)/C3=C1/NC(=S)NC1=O
frontier orbital gap = 6.7 eV
LUMO level = -1.6 eV
E_tot = -1601.91238 hartree
total charge = 0